(1)
The following is a quantum chemistry calculation of 2 unconnected molecules or ions with the total composition C3H4N2O4 in a non-equilibrium geometry, from the Open Molecules 2025 dataset.

Output
LUMO	-0.24	eV
energy above the lowest of the compared OMol25 structures with the same formula, charge and spin	4.157	eV
SMILES	[H]/N=C\C[N+](=O)[O-].O=C=O
HOMO	-10.60	eV
molar mass	132.08	g mol⁻¹
maximum force	3.8	eV/Å
E	-527.078526	Ha

The geometry in XYZ format:
```
13
Properties=species:S:1:pos:R:3:nbo_charge:R:1
H -0.313 -0.671 1.819 0.344
N -0.706 0.244 1.782 -0.558
C -0.920 0.623 0.630 0.135
C -0.833 -0.177 -0.722 -0.387
N -0.448 -1.487 -0.300 0.522
O 0.709 -1.614 0.091 -0.399
O -1.298 -2.333 -0.421 -0.351
H -1.460 1.576 0.426 0.172
H -1.856 -0.368 -1.159 0.256
H -0.188 0.539 -1.153 0.264
O 2.195 0.979 -1.432 -0.533
C 2.463 1.184 -0.323 1.026
O 2.655 1.506 0.761 -0.491
```

=====

(2)
The following is a quantum chemistry calculation of a molecular structure, C15H33O8V in a non-equilibrium geometry, from the Open Molecules 2025 dataset.

Output
LUMO (alpha / beta)	-1.17 / -1.20	eV
⟨S²⟩	2.013
HOMO (alpha / beta)	-9.75 / -9.76	eV
molar mass	392.37	g mol⁻¹
2S+1	3
maximum force	2.4	eV/Å
E	-2137.244810	Ha

The geometry in XYZ format:
```
57
Properties=species:S:1:pos:R:3:mulliken_spin:R:1
V 0.840 -3.437 -0.783 2.090
O 2.512 -3.708 -0.012 -0.026
H 3.419 -4.007 0.017 0.005
O -0.786 -3.730 -1.674 -0.034
H -1.497 -3.329 -2.169 0.009
O 0.639 -1.590 -0.494 -0.056
H 0.900 -0.736 -0.162 0.009
C -4.109 -2.174 -0.813 0.001
C -3.760 -1.859 0.624 -0.001
O -4.369 -2.330 1.539 0.000
C -2.597 -0.918 0.857 -0.005
H -4.810 -1.461 -1.253 0.000
H -4.547 -3.169 -0.869 0.000
H -3.219 -2.132 -1.442 -0.001
H -2.348 -0.890 1.916 -0.001
H -2.928 0.087 0.572 0.000
H -1.701 -1.164 0.279 0.007
C 4.413 -0.959 1.043 0.000
C 3.786 -1.226 2.385 0.000
O 4.418 -1.649 3.317 0.000
C 2.319 -0.921 2.505 -0.008
H 4.302 0.090 0.773 0.000
H 3.916 -1.595 0.304 0.003
H 5.452 -1.283 1.043 0.000
H 1.716 -1.578 1.873 0.009
H 2.138 0.132 2.276 0.000
H 1.946 -1.128 3.509 0.001
C 0.635 1.602 4.855 0.000
C -0.594 1.142 4.114 0.000
O -1.432 0.462 4.660 0.000
C -0.690 1.481 2.648 -0.001
H 0.816 2.647 4.578 0.000
H 1.521 1.024 4.602 0.000
H 0.433 1.591 5.922 0.000
H -1.707 1.312 2.309 0.000
H -0.035 0.895 1.998 -0.001
H -0.369 2.512 2.483 0.000
C -1.628 0.715 -1.938 -0.001
C -2.164 2.115 -1.790 0.000
O -1.442 3.045 -1.529 0.000
C -3.642 2.307 -1.927 0.000
H -1.360 0.429 -2.954 0.000
H -2.393 0.005 -1.626 0.000
H -0.810 0.610 -1.232 0.000
H -3.922 3.352 -1.999 0.000
H -4.165 1.856 -1.076 0.000
H -4.038 1.776 -2.800 0.000
C 2.581 0.629 -2.717 -0.001
C 2.651 1.817 -3.634 0.001
O 3.700 2.228 -4.050 0.000
C 1.339 2.411 -4.080 0.000
H 3.580 0.325 -2.417 0.000
H 2.053 -0.179 -3.236 0.003
H 1.981 0.765 -1.813 -0.002
H 1.487 3.014 -4.973 0.000
H 0.996 3.120 -3.317 0.000
H 0.569 1.656 -4.219 0.000
```

=====

(3)
The following is a quantum chemistry calculation of 2 unconnected molecules or ions with the total composition C2H5O3 in a non-equilibrium geometry, from the Open Molecules 2025 dataset.

Output
LUMO	4.44	eV
total charge	-1
energy above the lowest of the compared OMol25 structures with the same formula, charge and spin	0.508	eV
HOMO	-4.39	eV
molar mass	77.06	g mol⁻¹
maximum force	1.9	eV/Å
E	-304.988838	Ha

The geometry in XYZ format:
```
10
Properties=species:S:1:pos:R:3:nbo_charge:R:1
O 1.110 -0.691 -0.426 -0.812
C 0.137 -0.057 -0.921 0.792
O -0.541 -0.298 -1.923 -0.753
C -0.166 1.327 -0.217 -0.759
H -1.214 1.337 0.038 0.200
H 0.497 1.338 0.637 0.211
H -0.161 2.188 -0.986 0.199
H 0.773 -1.308 0.922 0.508
H -0.635 -2.055 1.251 0.452
O 0.201 -1.781 1.626 -1.037
```